(1)
The following is a quantum chemistry calculation of a structure of composition C16H6Cl5N2O5Pt at a distorted geometry, from OMol25.

Results
Relative energy (zero: lowest compared OMol25 entry of this formula, charge and spin) ... 0.00 kcal per mole
Energy ... -95766.3775 eV
Expectation value of S² ... 2.01

The geometry in ORCA input format:
```
! wB97M-V def2-TZVPD RIJCOSX def2/J DEFGRID3
* xyz -1 3
Pt 0.4993 0.4864 -0.8322
Cl 3.4537 1.2794 -1.0220
C 2.4260 2.6806 -0.8989
C 1.0459 2.4598 -0.8860
C 0.2611 3.6105 -0.8027
Cl -1.4555 3.4410 -0.8076
C 0.8126 4.8893 -0.7281
Cl -0.2046 6.2788 -0.6586
C 2.1948 5.0531 -0.7166
Cl 2.8880 6.6247 -0.5925
C 3.0157 3.9337 -0.8100
Cl 4.7307 4.1124 -0.8147
O -3.9762 0.2823 3.6330
C -3.1258 0.3279 2.7738
C -1.6367 0.3671 3.0027
O -1.0784 0.3676 4.0848
C -1.0242 0.3779 1.6686
C -2.0343 0.3999 0.6679
O -1.7859 0.4347 -0.5832
C -3.3609 0.3355 1.2867
O -4.4460 0.2771 0.7329
O 0.2245 0.3521 1.4109
N 0.1092 -5.7797 -0.4263
C 0.1669 -4.4226 -0.6048
C 1.3914 -3.7575 -0.7319
C 1.4039 -2.3894 -0.8691
N 0.2918 -1.6461 -0.8941
C -0.8824 -2.2745 -0.7675
C -0.9895 -3.6390 -0.6243
H 0.9226 -6.3220 -0.6543
H -0.7750 -6.2370 -0.5571
H 2.3208 -4.3121 -0.7130
H 2.3419 -1.8573 -0.9628
H -1.7600 -1.6395 -0.7836
H -1.9652 -4.0952 -0.5193
*
```

Mulliken atomic charge list, values in e, 2 entries: 0.5923 -0.2593



(2)
The following is a quantum chemistry calculation of a structure of composition C32H54N13O2SYb, from OMol25.

Results
Relative energy (zero: lowest compared OMol25 entry of this formula, charge and spin) ... 0.00 kcal per mole
Energy ... -99884.9458 eV
Expectation value of S² ... 0.75

The geometry in ORCA input format:
```
! wB97M-V def2-TZVPD RIJCOSX def2/J DEFGRID3
* xyz 2 2
Yb 0.2168 0.2380 -0.5601
C -3.2990 1.2723 1.6043
C -3.6399 0.0750 0.7264
N -2.5758 -0.3657 -0.2088
C -3.1680 -0.8379 -1.4618
C -2.1494 -1.5706 -2.3171
N -0.8978 -0.8198 -2.5360
C -0.8916 -0.0552 -3.8086
C -1.6519 1.2625 -3.7788
C -0.8637 2.4048 -3.1654
N -0.6723 2.3147 -1.7013
C -1.7682 2.9162 -0.9246
C -1.2862 3.1206 0.4986
N -0.8858 1.8438 1.1349
C -1.8735 1.3508 2.1276
H -3.9632 1.2403 2.4706
H -3.5503 2.2012 1.0935
H -4.5330 0.3175 0.1460
H -3.9148 -0.7739 1.3612
H -2.1556 -1.1769 0.2364
H -3.5958 0.0173 -1.9863
H -4.0018 -1.5312 -1.2769
H -2.6076 -1.8350 -3.2768
H -1.8918 -2.5071 -1.8148
H -0.1460 -1.5010 -2.6405
H -1.2953 -0.6981 -4.5990
H 0.1534 0.1491 -4.0470
H -2.6278 1.1561 -3.3049
H -1.8610 1.5391 -4.8147
H -1.3438 3.3600 -3.4051
H 0.1303 2.4183 -3.6164
H 0.1600 2.8707 -1.5079
H -2.6299 2.2478 -0.9639
H -2.0703 3.8812 -1.3494
H -2.0380 3.6443 1.0933
H -0.4054 3.7671 0.4753
H -0.0292 2.0559 1.6401
H -1.8665 2.0217 2.9936
H -1.5446 0.3649 2.4711
C 3.4815 -0.3421 4.4044
C 3.4900 0.7773 3.4363
N 4.2863 1.7935 3.4510
N 3.9169 2.5482 2.3734
C 2.9045 2.0264 1.6742
S 2.1658 2.5759 0.2803
N 2.6199 0.8782 2.3640
N 1.6272 -0.0034 1.9484
H 4.2443 -0.1555 5.1551
H 3.7028 -1.2908 3.9133
H 2.5142 -0.4268 4.9010
H 4.4005 3.4065 2.1644
H 0.9014 -0.0750 2.6572
H 2.0157 -0.9317 1.8164
N 1.6380 -2.4125 -0.8143
C 0.7057 -3.4471 -0.3975
C 1.4065 -4.5665 0.3983
C 0.5970 -5.7109 1.0135
C -0.1936 -6.5760 0.0342
N -1.4744 -5.9378 -0.2593
C -2.5040 -6.5367 -0.8184
N -2.4027 -7.7693 -1.3199
N -3.6699 -5.8801 -0.9110
C -0.4230 -2.7646 0.3786
O -1.5045 -3.3510 0.5419
O -0.1881 -1.5789 0.7894
H 2.1402 -2.6531 -1.6610
H 2.3500 -2.2859 -0.1016
H 0.2427 -3.8684 -1.2989
H 1.9603 -4.0848 1.2118
H 2.1651 -4.9828 -0.2719
H -0.0889 -5.3414 1.7788
H 1.3042 -6.3601 1.5308
H -0.3844 -7.5511 0.4889
H 0.3765 -6.7339 -0.8878
H -1.5971 -4.9694 0.1025
H -1.5337 -8.2719 -1.2839
H -3.1992 -8.2453 -1.7066
H -3.7912 -5.0261 -0.3924
H -4.4986 -6.3404 -1.2450
N 1.7538 0.4544 -2.0086
C 2.6968 0.4688 -2.8415
C 3.4116 -0.8158 -3.1943
C 4.5858 -1.1775 -2.5424
C 5.1650 -2.4185 -2.7719
C 4.5834 -3.3046 -3.6704
C 3.4310 -2.9348 -4.3536
C 2.8514 -1.6938 -4.1174
C 3.1761 1.6963 -3.5469
C 4.1619 1.6289 -4.5285
C 4.6028 2.7814 -5.1640
C 4.0657 4.0122 -4.8228
C 3.0842 4.0913 -3.8408
C 2.6477 2.9413 -3.2111
H 5.0464 -0.4818 -1.8508
H 6.0800 -2.6894 -2.2622
H 5.0425 -4.2656 -3.8600
H 2.9956 -3.6044 -5.0839
H 1.9600 -1.4002 -4.6626
H 4.5863 0.6735 -4.8087
H 5.3668 2.7155 -5.9264
H 4.4123 4.9096 -5.3163
H 2.6709 5.0525 -3.5665
H 1.9041 2.9883 -2.4260
*
```

Mulliken atomic charge list, values in e, 2 entries: 0.8184 -0.6913



(3)
The following is a quantum chemistry calculation of a cluster of 2 separate species, C17H19NO in total at a distorted geometry, from OMol25.

Results
SMILES ... Cc1c[nH]c2ccccc12.CCc1ccc(O)cc1
Relative energy (zero: lowest compared OMol25 entry of this formula, charge and spin) ... 49.27 kcal per mole
Energy ... -21474.0993 eV

The geometry in ORCA input format:
```
! wB97M-V def2-TZVPD RIJCOSX def2/J DEFGRID3
* xyz 0 1
C -1.5399 1.5173 1.7499
C -2.8209 1.2325 2.5758
C -0.3386 0.8341 2.3387
C -0.2534 -0.5197 2.6448
C 0.6210 1.6451 2.9660
C 1.0039 -1.0874 2.8610
C 1.8598 1.1455 3.3241
C 2.0220 -0.2363 3.2551
O 3.2705 -0.7032 3.5929
H -1.7100 1.0145 0.7931
H -1.4544 2.5835 1.5816
H -2.7509 1.3248 3.6579
H -1.1488 -1.1253 2.5579
H 0.3465 2.6520 3.1953
H 1.2031 -2.1491 2.7888
H 2.6451 1.7311 3.7796
H 3.4190 -1.6035 3.3033
H -3.2504 0.2751 2.3152
H -3.5423 2.0051 2.2850
C -1.9136 0.7600 -3.8962
C -0.6428 0.5802 -3.1387
C 0.1668 1.5554 -2.6401
C -0.0637 -0.6660 -2.7808
C 1.1097 -0.4215 -2.0467
C -0.4892 -1.9852 -3.0260
C 2.0239 -1.4078 -1.6405
C 0.4300 -2.9381 -2.6546
C 1.6202 -2.6851 -1.9783
N 1.2584 0.9492 -2.0614
H -2.7699 0.8201 -3.2075
H -2.2113 -0.0029 -4.6156
H -0.0234 2.6137 -2.5943
H 1.9194 1.4951 -1.5383
H -1.4280 -2.2063 -3.5111
H 3.0135 -1.2016 -1.2590
H 0.1447 -3.9706 -2.8440
H 2.2215 -3.5476 -1.7210
H -1.9474 1.7226 -4.4119
*
```

Mulliken atomic charge list, values in e, 2 entries: -0.4869 -1.2606



(4)
The following is a quantum chemistry calculation of a cluster of 2 separate species, C2H6OS2 in total at a distorted geometry, from OMol25.

Results
SMILES ... C=CO.SS
Relative energy (zero: lowest compared OMol25 entry of this formula, charge and spin) ... 31.92 kcal per mole
Energy ... -25887.3124 eV

The geometry in ORCA input format:
```
! wB97M-V def2-TZVPD RIJCOSX def2/J DEFGRID3
* xyz 0 1
S -0.7081 -2.0109 1.1048
S -0.6551 -1.2983 -0.8017
H 0.4939 -1.5018 1.6048
H -1.4936 -0.0762 -0.5723
C 0.0760 1.8441 0.5542
C 0.6428 2.4149 -0.5540
O 2.0647 2.5154 -0.6337
H -0.9205 2.0473 0.8586
H 0.5995 1.0797 1.2572
H 0.0458 2.8545 -1.3755
H 2.2558 2.8670 -1.5531
*
```

Mulliken atomic charge list, values in e, 2 entries: -0.1727 -0.1726



What did the first record say?
The following is a quantum chemistry calculation of a structure of composition C16H6Cl5N2O5Pt at a distorted geometry, from OMol25.

Results
Relative energy (zero: lowest compared OMol25 entry of this formula, charge and spin) ... 0.00 kcal per mole
Energy ... -95766.3775 eV
Expectation value of S² ... 2.01

The geometry in ORCA input format:
```
! wB97M-V def2-TZVPD RIJCOSX def2/J DEFGRID3
* xyz -1 3
Pt 0.4993 0.4864 -0.8322
Cl 3.4537 1.2794 -1.0220
C 2.4260 2.6806 -0.8989
C 1.0459 2.4598 -0.8860
C 0.2611 3.6105 -0.8027
Cl -1.4555 3.4410 -0.8076
C 0.8126 4.8893 -0.7281
Cl -0.2046 6.2788 -0.6586
C 2.1948 5.0531 -0.7166
Cl 2.8880 6.6247 -0.5925
C 3.0157 3.9337 -0.8100
Cl 4.7307 4.1124 -0.8147
O -3.9762 0.2823 3.6330
C -3.1258 0.3279 2.7738
C -1.6367 0.3671 3.0027
O -1.0784 0.3676 4.0848
C -1.0242 0.3779 1.6686
C -2.0343 0.3999 0.6679
O -1.7859 0.4347 -0.5832
C -3.3609 0.3355 1.2867
O -4.4460 0.2771 0.7329
O 0.2245 0.3521 1.4109
N 0.1092 -5.7797 -0.4263
C 0.1669 -4.4226 -0.6048
C 1.3914 -3.7575 -0.7319
C 1.4039 -2.3894 -0.8691
N 0.2918 -1.6461 -0.8941
C -0.8824 -2.2745 -0.7675
C -0.9895 -3.6390 -0.6243
H 0.9226 -6.3220 -0.6543
H -0.7750 -6.2370 -0.5571
H 2.3208 -4.3121 -0.7130
H 2.3419 -1.8573 -0.9628
H -1.7600 -1.6395 -0.7836
H -1.9652 -4.0952 -0.5193
*
```

Mulliken atomic charge list, values in e, 2 entries: 0.5923 -0.2593